(1)
A molecular structure, C52H73CaN8O2PSSi in a non-equilibrium geometry. Source: OMol25; level of theory: ωB97M-V/def2-TZVPD.

Last column: Mulliken charge in e.
CARTESIAN COORDINATES (ANGSTROEM)
Ca 1.275458 -0.916855 0.040523  1.82
S 2.384424 -1.407101 2.522805  0.06
P -0.017778 2.620411 2.481838  1.00
Si -2.375128 -2.675846 4.144189  -0.05
O 1.860103 -2.848122 -0.188652  -1.03
O 2.315479 -5.019395 -0.230393  -0.79
N -4.215403 -4.120357 -3.434532  0.83
N -0.770648 1.711459 -1.329041  0.97
N -3.061517 -3.302396 -1.480041  0.34
N -5.880068 -3.733647 -4.734470  -0.62
N 2.673017 0.351327 -1.371913  1.31
N -5.550691 -4.068143 -3.544864  -0.67
N -2.364633 2.737549 -2.468201  0.58
N -1.601933 -1.878953 -0.644248  1.08
C -3.606326 -4.441424 -2.150454  -1.42
C -2.306397 -3.686415 -5.056990  -0.22
C 2.229666 0.529724 -2.643823  -0.33
C -4.715832 -3.544640 -5.459215  0.10
C -0.197635 2.819383 5.418274  -1.96
C -3.440378 -1.330566 4.975308  -1.08
C -2.763205 2.484499 2.577009  -2.11
C 2.499706 -3.891588 0.220750  0.06
C 4.730460 -0.795206 -0.734457  -1.63
C -2.128358 -3.332362 -6.368953  -0.65
C 4.690541 -2.665069 3.140097  -0.87
C 0.354026 2.029656 4.230433  2.85
C -1.177650 3.341521 -2.819190  -1.66
C -2.053946 1.761240 -1.577804  -1.38
C -0.660683 -4.032943 -1.524986  -0.11
C 2.126419 1.462920 -4.940150  0.93
C -3.791295 -2.216342 -1.029471  -1.03
C 0.866086 0.929568 -5.165085  -1.28
C -3.488849 -4.236184 4.112227  -1.24
C -1.117973 -0.374036 -4.311389  -1.03
C 4.595971 -4.639449 1.243491  -0.64
C 0.277766 0.169332 -4.147632  1.11
C -0.216919 0.605033 4.295297  -1.75
C 3.567376 -3.691709 1.279501  0.18
C 4.003092 1.290721 0.454052  -0.95
C 5.665303 -4.608102 2.117277  -0.57
C -3.672189 3.001196 -3.025235  -1.03
C 5.701127 -3.602302 3.080867  -0.53
C 1.494281 5.044550 3.076967  -0.19
C 0.950716 -0.038905 -2.973603  0.91
C 2.407363 6.028388 2.719884  -0.78
C -3.635505 -3.788325 -4.621007  1.22
C 2.983101 6.023819 1.454506  -0.84
C 2.799194 2.282699 -6.016223  -1.78
C -1.734377 4.140414 1.013863  -2.33
C 2.641199 5.028014 0.553361  -0.65
C 1.740782 4.035728 0.924914  -0.50
C -2.873816 -1.368009 -0.513973  -0.09
C -4.519492 -3.184754 -6.796277  -0.76
C -1.789694 -2.113694 2.590713  0.74
C -1.734812 -3.044540 -1.230454  0.44
C 1.882143 1.930938 4.338788  -1.61
C 2.789304 1.276591 -3.727452  -0.53
C -3.223279 -3.081848 -7.233685  -0.56
C -1.666133 3.546183 2.429818  2.41
C -0.210843 2.697891 -2.108016  0.20
C -1.086947 -3.221603 5.438602  -1.01
C -1.911831 4.688639 3.414816  -1.81
C 4.061502 0.576280 -0.905699  1.83
C 1.146437 4.025039 2.188463  0.31
C 3.593492 -2.661286 2.249951  0.55
C 5.031184 1.421261 -1.751691  -2.67
H 5.721658 -0.701162 -0.280133  0.48
H 0.440311 -0.653920 -2.239703  -1.18
H -1.103072 5.421413 3.394188  0.24
H 2.671937 6.799741 3.434069  0.43
H 6.520963 -3.551702 3.790340  0.33
H -2.770363 2.039823 3.573560  0.35
H -2.047161 4.341727 4.436532  0.32
H -1.263860 -0.810201 -5.301435  0.54
H -1.465569 -3.858593 -4.400355  0.20
H 0.257546 2.423880 6.333633  0.53
H -1.346694 -1.130708 -3.557443  -0.29
H -3.942178 -0.739905 4.199912  0.21
H 3.701449 6.787377 1.180178  0.36
H -4.210472 -1.743452 5.637710  0.40
H -2.627049 1.672629 1.858031  0.27
H 0.856426 2.856902 -2.132571  0.42
H -5.361261 -3.000687 -7.451357  0.41
H -4.394957 -4.895867 -1.555139  0.27
H 4.830134 -1.278446 -1.710505  0.34
H -3.892356 2.328262 -3.856334  0.30
H 3.851657 2.362341 0.306267  0.10
H 2.130852 1.344139 5.228978  0.53
H 4.521263 -5.412347 0.489525  0.38
H -3.745762 2.940601 2.405846  0.57
H -4.865025 -2.183530 -1.100053  0.55
H 0.264953 -3.732817 -1.040446  -1.06
H -3.808447 -4.554817 5.116357  0.27
H 0.341169 1.107437 -6.099436  0.27
H 6.449616 -5.353705 2.058875  0.35
H -2.925822 -5.063786 3.662714  0.27
H 3.197602 0.917110 1.088369  -0.18
H 2.359200 2.910373 4.421408  0.35
H 2.313218 1.401710 3.484803  0.11
H 1.062715 5.072619 4.069229  0.08
H -1.545759 -3.604064 6.360343  0.26
H -2.771397 4.415607 0.784724  0.62
H -0.408770 -2.401656 5.694321  0.22
H 5.954793 1.527177 -1.174892  0.54
H 4.135778 -1.453804 -0.099031  0.12
H 0.208286 -0.057590 3.543660  -0.14
H -4.434172 2.870074 -2.258138  0.34
H -1.137550 4.156634 -3.521841  0.51
H -1.392344 3.432476 0.258600  0.33
H -4.378672 -4.068911 3.496489  0.25
H -1.119843 -3.230706 -6.748899  0.39
H 3.214825 3.205725 -5.604650  0.36
H -2.809322 -5.163269 -2.305883  0.64
H -2.832194 5.208066 3.118998  0.53
H 2.093978 2.548851 -6.806187  0.37
H -2.818985 -0.649942 5.568335  0.30
H -1.005105 -2.627502 2.029350  -0.19
H 4.933380 1.144506 1.010997  0.50
H 3.742365 1.762566 -3.629406  0.35
H -0.473659 -4.022965 5.010504  0.27
H 0.006467 0.165377 5.274273  0.66
H -3.027011 -2.798707 -8.259634  0.37
H -0.449569 -4.117275 -2.594734  -0.18
H -3.052715 -0.451344 0.019257  -0.04
H 4.644089 2.424955 -1.941054  0.36
H -2.018620 -1.107865 2.233637  -0.55
H 0.019355 3.888093 5.378695  0.19
H -2.808289 1.131734 -1.139374  0.34
H -1.117837 5.038820 0.934941  0.36
H 3.624871 1.730923 -6.474462  0.29
H -1.297918 0.578028 4.158179  -0.28
H 1.492788 3.243063 0.226627  0.60
H 3.085255 5.008226 -0.435287  0.46
H -1.277211 2.688687 5.512548  0.31
H 5.286913 0.942612 -2.697251  0.46
H -1.850577 0.432801 -4.200186  -0.05
H 4.715023 -1.885514 3.891892  0.43
H -3.710755 4.027908 -3.384083  0.35
H -0.917014 -5.024073 -1.146351  0.71

Forces on the atoms, in the same order (eV/Å):
-1.1 1.2 0.6
0.1 -0.1 0.0
0.1 0.1 0.1
-0.1 -0.1 0.1
0.7 -1.4 -0.1
0.0 -0.1 -0.1
0.3 0.0 0.2
0.0 0.0 0.0
0.0 0.1 -0.2
0.2 0.1 -0.2
0.3 0.3 -0.7
-0.2 0.0 0.1
-0.1 0.1 0.0
0.4 0.0 -0.3
0.0 0.0 0.0
-0.1 -0.1 0.1
0.0 0.0 0.1
-0.3 0.0 0.1
0.1 0.0 0.0
-0.1 0.1 0.1
0.0 0.0 0.0
-0.1 0.2 -0.1
-0.1 -0.1 0.0
-0.1 0.0 -0.2
0.0 0.0 0.0
0.0 0.0 0.0
0.0 0.0 0.1
0.1 0.1 0.0
0.0 0.0 -0.1
0.0 0.0 0.1
0.1 -0.1 -0.1
0.0 0.1 0.0
-0.1 -0.1 0.1
0.0 0.0 0.0
0.0 0.1 0.0
0.0 -0.1 -0.1
0.0 0.0 0.1
0.0 0.0 0.1
-0.1 0.0 0.0
0.0 0.0 0.0
0.1 -0.1 0.0
0.0 0.0 0.0
0.0 0.1 0.0
0.3 -0.2 0.2
0.0 0.0 0.0
0.2 0.0 0.1
0.0 0.0 0.0
0.0 0.0 0.0
0.0 0.0 0.0
0.0 0.0 0.0
0.0 0.1 0.0
0.1 0.1 0.2
-0.1 0.0 -0.1
0.1 0.1 -0.4
-0.2 -0.1 0.1
0.0 0.0 0.0
-0.1 -0.1 0.0
0.2 0.0 0.0
0.0 -0.1 -0.1
0.1 -0.1 0.1
0.1 0.0 0.1
-0.1 0.0 0.0
0.0 0.0 0.0
0.0 0.0 -0.1
0.0 0.0 -0.1
0.0 0.0 0.0
0.0 0.0 0.0
-0.1 0.0 0.0
0.0 0.0 0.0
0.0 0.0 0.0
0.0 0.0 0.0
0.0 0.0 0.0
0.0 0.0 0.0
0.0 0.0 0.0
0.0 0.0 0.0
0.0 0.0 0.0
0.0 0.0 0.0
0.0 0.0 0.0
0.0 0.0 0.0
0.0 0.0 0.0
0.0 0.0 0.0
0.0 0.0 0.0
0.0 0.0 0.0
-0.1 0.0 0.0
0.0 0.0 0.0
0.0 0.0 0.0
0.0 0.0 0.0
0.0 0.0 0.0
0.0 0.0 0.0
0.0 0.0 0.0
0.0 0.0 0.1
0.0 0.0 0.0
0.0 0.0 -0.1
0.0 0.0 0.0
0.0 0.0 0.0
-0.1 0.0 0.0
0.1 -0.1 0.0
0.0 0.0 0.0
0.0 0.0 0.0
0.0 0.0 0.0
0.0 0.0 0.0
0.0 0.0 0.0
0.0 0.0 0.0
0.0 0.0 0.0
0.0 0.1 0.0
0.0 0.0 0.0
0.0 0.0 0.0
0.0 0.0 0.0
0.0 0.0 0.0
0.0 0.0 0.0
0.0 0.0 0.0
0.0 0.0 0.0
0.0 0.0 0.0
0.0 0.0 0.0
0.0 0.0 0.0
0.0 0.0 0.0
-0.1 0.1 0.1
0.0 0.0 0.0
0.0 0.0 0.0
0.0 0.0 0.0
0.0 0.0 0.0
0.0 0.0 0.0
0.0 0.0 0.0
0.0 0.0 0.1
0.0 0.0 0.0
0.0 -0.1 0.0
0.0 0.0 0.0
0.0 0.0 -0.1
0.0 0.0 0.0
0.0 0.0 0.0
0.0 0.0 0.0
0.0 0.0 0.0
0.0 0.0 0.0
0.0 0.0 0.0
0.0 0.0 0.0
0.0 0.0 0.0
0.0 0.0 0.0
0.0 0.0 0.0
0.0 0.0 0.0

Computed properties:
Energy relative to the best compared isomer or geometry (same formula, charge and spin) (eV): 0.6802
Calculated total energy (Eh): -4320.58060
Kohn-Sham gap (eV): 3.74
Total charge: -2
LUMO (eV): 3.6
Highest occupied orbital energy (eV): -0.1



(2)
4 unconnected molecules or ions with the total composition C15H40NO10PS3. Source: OMol25; level of theory: ωB97M-V/def2-TZVPD.

Last column: Mulliken charge in e.
CARTESIAN COORDINATES (ANGSTROEM)
S 5.747652 -0.405480 1.182027  1.26
S 1.136175 2.592782 -4.355412  1.33
S -4.253259 -0.396324 -1.600398  1.24
P -0.660826 -2.578568 3.185999  -0.06
O 6.208820 -1.832888 1.693009  -0.26
O 1.507420 1.211909 -4.261479  -0.67
O 1.560756 3.141113 -5.780020  -0.33
O 4.672680 -0.541153 0.248874  -0.59
O -3.697276 -0.772409 -0.335322  -0.55
O 5.575979 0.459413 2.311291  -0.66
O -3.264157 -0.803310 -2.762026  -0.30
O -4.680970 0.956875 -1.789712  -0.69
O 0.314679 -1.673718 4.168592  -0.31
O -0.219281 2.958125 -4.076583  -0.58
N -5.816431 0.302931 2.721544  -0.67
C -4.368595 0.226371 2.928318  -0.03
C 0.775401 0.724360 4.121796  -1.23
C -2.540199 -0.728862 4.358740  -0.04
C -2.116633 0.066370 -3.002856  -0.34
C -5.556990 -1.502845 -2.009762  -1.00
C 1.155086 2.363120 -6.938995  -0.34
C -4.006362 -0.287357 4.317757  -0.85
C -2.346833 -2.133101 3.784841  -0.70
C -0.991006 -0.188417 -2.029432  -0.82
C 4.145582 -3.048076 2.270368  -0.87
C 7.219739 0.012388 0.317544  -0.97
C 1.172772 -0.666536 3.640269  0.19
C 2.220532 3.579564 -3.389043  -1.03
C -0.296872 2.581437 -7.300010  -0.89
C 5.433702 -2.433793 2.765990  -0.40
H 2.191346 -0.894176 3.961866  0.15
H 1.163902 -0.709452 2.547125  0.25
H 5.258617 -1.674470 3.528643  0.35
H -2.994790 -2.258119 2.909556  0.30
H 1.656470 1.323726 4.348003  0.39
H -0.725776 -1.245473 -2.009145  0.29
H 3.459214 -2.284031 1.908081  0.16
H -3.880645 -0.406877 2.178502  -0.04
H -0.509382 3.644851 -7.406334  0.26
H -1.957212 -0.023235 3.758472  -0.06
H -1.256428 0.113702 -1.017065  0.26
H 2.019286 4.625892 -3.601821  0.34
H -2.453281 1.102419 -2.985102  0.38
H -0.719562 -1.715438 2.053278  -0.04
H 3.661154 -3.585108 3.086684  0.38
H -1.819710 -0.175723 -4.020648  0.19
H 7.407899 -0.750589 -0.432816  0.32
H -3.951805 1.226871 2.799393  0.36
H -2.646568 -2.890048 4.513931  0.41
H 1.998617 3.350693 -2.348803  0.37
H 1.818708 2.711955 -7.726885  0.29
H -6.052682 1.041744 2.071019  0.28
H 8.036756 0.080541 1.029902  0.32
H 3.244754 3.312663 -3.632683  0.31
H -6.170459 -0.561498 2.328948  0.23
H -0.505654 2.086117 -8.248949  0.38
H 0.174705 0.632330 5.025769  0.29
H -0.121161 0.383052 -2.349538  0.25
H -4.667487 -1.121669 4.568371  0.27
H -5.165273 -2.516284 -2.005514  0.31
H -2.140991 -0.684954 5.372258  0.41
H -5.950967 -1.233122 -2.985367  0.35
H 7.036563 0.974799 -0.155000  0.37
H 6.102002 -3.183798 3.183182  0.26
H 0.171216 1.255509 3.385399  0.25
H -4.175094 0.503525 5.050977  0.32
H -0.963793 2.175288 -6.541524  0.21
H -6.316706 -1.383119 -1.240425  0.36
H 4.336171 -3.746249 1.455774  0.34
H 1.376762 1.313835 -6.743422  0.34

Forces on the atoms, in the same order (eV/Å):
0.0 0.0 0.0
0.0 0.0 0.0
0.0 0.0 0.0
-0.1 -0.1 -0.1
0.0 0.0 0.0
0.0 -0.1 0.0
0.0 0.0 0.0
0.0 0.0 -0.1
0.0 0.0 0.1
0.0 0.0 0.0
0.0 0.0 0.0
0.0 0.1 0.0
0.0 0.0 -0.1
0.0 0.0 0.0
-0.1 0.1 0.0
0.0 -0.1 -0.1
-0.2 0.0 0.0
0.0 0.0 -0.2
0.1 0.1 -0.1
0.0 0.0 0.0
0.0 -0.1 -0.1
0.1 0.1 0.0
0.0 0.0 0.1
0.0 0.0 0.1
-0.1 0.1 -0.1
0.0 0.0 0.0
0.1 0.1 -0.1
0.0 0.0 0.0
0.0 0.0 0.1
0.0 -0.1 0.2
0.0 -0.1 0.1
0.1 0.0 0.0
0.0 0.0 0.0
0.0 -0.1 0.0
0.0 0.0 -0.1
0.0 0.0 0.0
0.0 0.0 0.0
0.0 0.1 0.0
0.0 0.0 0.0
0.0 0.1 0.1
0.0 0.0 0.0
0.0 0.0 0.0
0.0 0.0 0.0
0.1 0.1 0.0
0.0 0.0 0.0
0.0 0.0 0.0
0.0 0.0 0.0
0.0 0.0 0.0
-0.1 0.0 0.0
0.0 0.0 0.0
0.0 0.0 0.0
0.0 -0.1 0.0
0.0 0.0 0.0
0.0 0.0 0.0
0.0 0.0 0.1
0.0 0.0 0.0
0.1 0.0 0.1
0.0 0.0 0.0
0.0 0.0 0.1
0.0 0.0 0.0
0.0 0.0 0.0
0.0 0.0 0.0
0.0 0.0 0.0
0.0 0.0 -0.1
0.0 0.0 0.0
-0.1 0.0 0.0
0.0 0.0 0.0
0.0 0.0 0.0
0.0 0.0 0.0
0.0 0.0 0.0

Computed properties:
Energy relative to the best compared isomer or geometry (same formula, charge and spin) (eV): 0.0000
Calculated total energy (Eh): -2938.54588
Kohn-Sham gap (eV): 8.52
SMILES: CCOS(C)(=O)=O.CCOS(C)(=O)=O.CCOS(C)(=O)=O.CCOPCCCCN
Total charge: 0
LUMO (eV): 0.4
Highest occupied orbital energy (eV): -8.2



(3)
A gas-phase ion, C3H10N4 (charge +2) in a non-equilibrium geometry. Source: OMol25; level of theory: ωB97M-V/def2-TZVPD.

Last column: Mulliken charge in e.
CARTESIAN COORDINATES (ANGSTROEM)
N -1.317255 -1.516918 0.407024  -0.27
N 0.316000 0.091727 0.096075  0.42
N 2.590828 -0.208521 -0.121556  -0.39
N 0.682355 1.425220 0.199071  -0.75
C -0.946681 -0.313459 0.028949  1.05
C -2.018885 0.643857 -0.322464  -1.62
C 1.309707 -0.769018 -0.051707  0.12
H -2.157345 1.252061 0.621327  0.43
H 2.716453 0.458720 0.604879  0.33
H -2.280557 -1.816972 0.456499  0.29
H -0.105563 2.078472 0.272110  0.25
H -1.522677 1.373580 -0.990229  0.46
H -2.798033 0.260483 -0.818947  0.47
H -0.635986 -2.224601 0.726467  0.22
H 3.351843 -0.663482 -0.359207  0.21
H 1.628278 1.660624 -0.312912  0.33
H 1.187517 -1.731770 -0.435372  0.44

Forces on the atoms, in the same order (eV/Å):
2.1 0.0 0.0
2.6 0.8 0.0
-8.3 0.8 2.2
1.4 0.6 -0.3
-4.6 -1.7 0.6
4.8 3.3 1.9
5.1 2.6 -1.2
-0.8 -0.7 -0.8
0.6 1.1 0.5
-0.3 0.2 -0.4
0.9 -0.3 -0.2
-0.5 -0.2 -0.1
-3.3 -1.6 -1.2
-0.6 0.5 0.0
4.5 -3.5 -1.6
-3.0 -0.3 0.8
-0.6 -1.5 -0.3

Computed properties:
Energy relative to the best compared isomer or geometry (same formula, charge and spin) (eV): 3.2301
Calculated total energy (Eh): -338.59633
Kohn-Sham gap (eV): 8.81
SMILES: CC(=[NH2+])/[N+](N)=C/N
Total charge: +2
LUMO (eV): -10.5
Highest occupied orbital energy (eV): -19.3